Here is C14H11GaN2O6 as an isolated structure from the Open Molecules 2025 dataset. Energies are from ωB97M-V with the def2-TZVPD basis set.

Calculated values
* highest occupied orbital energy (spin up / spin down): -16.176 / -16.186 eV
* total charge: +2
* LUMO energy (spin up / spin down): -9.6 / -9.4 eV
* calculated total energy: -3024.96376 Eh

Last column: Löwdin charge in e.
Element x y z (Å)
Ga -6.50055 0.09080 4.16832  1.062
C 2.24425 2.84766 -1.89558  0.007
C 3.14408 1.75173 -2.28740  -0.147
C 3.60328 0.81961 -1.30055  0.031
C 4.45773 -0.17829 -1.65232  0.000
C 4.89093 -0.28365 -2.99719  0.068
C 4.44932 0.62978 -3.98801  0.003
C 3.59402 1.62783 -3.64030  0.030
H 2.87447 3.68887 -1.56550  0.137
H 1.62326 2.57341 -1.04334  0.084
H 1.64440 3.21039 -2.72807  0.106
H 3.25039 0.93016 -0.28313  0.119
H 4.81549 -0.89013 -0.92163  0.131
H 5.57519 -1.07563 -3.27416  0.137
H 4.79807 0.52288 -5.00567  0.134
H 3.23978 2.34085 -4.37311  0.138
O -3.77337 0.86977 6.32902  0.307
C -3.40350 0.87184 5.08994  -0.472
O -4.29441 0.57940 4.27551  -0.162
C -2.01143 1.21142 4.77346  -0.093
C -1.16234 1.64221 5.79240  0.108
C 0.14070 1.94683 5.46477  -0.076
C 0.62662 1.84040 4.17690  0.123
C -0.24959 1.40934 3.19753  -0.084
C -1.56525 1.08921 3.46091  0.104
N 0.24677 1.28561 1.80756  -0.336
O -0.53027 0.88784 0.97122  0.112
O 1.40371 1.59401 1.60210  0.084
N 1.05718 2.40906 6.53759  -0.342
O 2.19306 2.65287 6.20814  0.127
O 0.58474 2.49981 7.64584  0.126
H -1.48662 1.75080 6.81992  0.148
H 1.65448 2.08859 3.95441  0.144
H -2.21716 0.75281 2.66714  0.143

Forces on the atoms, in the same order (eV/Å):
0.03 0.00 0.01
0.01 -0.01 0.01
-0.01 0.02 0.01
0.03 -0.03 -0.04
0.00 0.01 0.03
0.01 0.01 -0.01
0.00 0.00 0.00
0.00 0.00 0.00
0.00 0.00 0.00
-0.01 0.00 0.00
0.00 0.00 0.00
-0.01 0.00 0.00
0.00 0.00 0.00
0.00 0.00 0.00
0.00 0.00 0.00
0.00 0.00 0.00
0.01 0.00 -0.04
-0.04 0.03 0.06
-0.03 -0.01 -0.04
0.04 0.00 0.04
0.02 0.00 -0.01
-0.03 -0.01 0.00
0.02 0.01 0.00
0.00 0.00 -0.02
-0.03 -0.02 -0.01
0.01 0.00 0.01
-0.02 0.01 0.01
0.00 0.00 0.01
0.00 0.00 0.01
0.00 0.00 0.00
0.01 0.00 -0.01
0.00 0.00 0.00
0.00 0.00 -0.01
0.00 0.00 0.00